# 1
Here is a 2-piece molecular cluster, C11H22F5NO4PS overall at a distorted geometry from OMol25. Energies are from wB97M-V/def2-TZVPD.

```
45
C11H22F5NO4PS, DFT wB97M-V/def2-TZVPD
F -3.02781 -5.32707 -1.98034
O 3.69727 3.17354 3.07208
C -0.88552 -3.19164 -0.71543
C -2.68092 -3.38455 -3.30511
C 3.97683 4.13278 -0.10000
O 2.12994 2.64191 1.03463
S -1.98874 0.98684 -2.21035
H 0.33627 -0.90053 0.07414
C -3.01753 -4.89417 -3.20182
H 4.31150 3.09791 -0.13838
C -0.39999 -3.63489 -2.10994
F -3.16866 -2.98347 -4.51408
H -0.70690 1.08587 0.43610
H 4.43381 2.14364 4.66542
P 2.49911 3.68477 2.05769
F -4.24237 -5.09570 -3.66144
H -0.81018 -3.52548 -4.19025
C -1.45235 0.29676 0.47933
H 0.22246 5.01573 3.35415
C -1.21033 -3.06926 -3.28422
H -3.10334 1.42410 -0.18403
H 3.10267 4.27105 -0.73533
H 2.94415 1.46400 3.97769
O 1.26435 3.21648 3.17657
H 1.51213 4.78000 4.55118
H -0.03159 -3.30329 -0.02261
H -1.02269 -2.00844 -3.38259
F -3.40673 -2.76023 -2.39057
N -1.32281 -1.83683 -0.70531
H 0.62184 -3.27810 -2.23094
H -0.77600 -1.58622 1.33112
H -1.65492 -3.91542 -0.37990
H -0.34902 -4.72603 -2.15806
H 2.90563 2.93931 4.98254
H -1.91300 0.31589 1.46843
H 0.01078 3.84787 4.67983
H -3.28875 -0.25173 -0.57100
O 3.71197 4.52300 1.23688
C 0.72562 4.27360 3.97733
C -2.56093 0.54300 -0.53202
F -2.19985 -5.60901 -3.92585
H 4.77705 4.78350 -0.46243
C -0.72599 -1.08286 0.34617
C 3.46528 2.38808 4.22640
H -0.70176 1.33530 -2.03568
```

**Calculated total energy**: -2026.84659 hartree
**Energy above the lowest of the compared OMol25 structures with the same formula, charge and spin**: 0.000 eV
**Max |F|**: 7.237 eV Å⁻¹
**Total charge**: -1
**Gap between HOMO and LUMO**: 1.975 eV

***

# 2
Here is one molecule with the formula C2H3NS at a distorted geometry from OMol25. Energies are from wB97M-V/def2-TZVPD.

```
7
C2H3NS, DFT wB97M-V/def2-TZVPD
N -0.23827 -0.36752 -0.35190
H -0.79451 0.38264 -0.09573
C 0.76569 -0.38529 0.50971
H 0.75542 0.48192 1.22904
H -0.48897 -1.01080 -0.98155
C 2.88144 1.11773 0.22750
S 2.56705 -0.34979 -0.15592
```

**Calculated total energy**: -530.74310 hartree
**Energy above the lowest of the compared OMol25 structures with the same formula, charge and spin**: 5.214 eV
**Max |F|**: 4.579 eV Å⁻¹
**Total charge**: 0
**Gap between HOMO and LUMO (spin up / spin down)**: 7.766 / 7.825 eV

***

# 3
Here is C11H20GaN5O6P2S as an isolated structure at a distorted geometry from OMol25. Energies are from wB97M-V/def2-TZVPD.

```
46
C11H20GaN5O6P2S, DFT wB97M-V/def2-TZVPD
H 1.36828 -14.11510 9.16799
Ga -2.55178 -12.93721 10.14056
H -0.07011 -16.47483 6.72666
N 1.23220 -14.86876 8.40941
N -0.15455 -9.95041 10.46284
H 1.45430 -15.77774 8.81080
C -4.36402 -8.95999 9.39526
H -5.45536 -12.59615 9.04947
P -1.33713 -15.43621 9.25960
H 0.69192 -8.57900 9.01863
C -0.35733 -15.43685 6.65002
O -0.47693 -16.75175 9.71668
C 1.07169 -10.29264 11.13921
C -5.22377 -11.55368 9.12009
P -0.52629 -12.90187 7.91843
N -2.17040 -9.89412 9.74275
H 1.86397 -9.56826 10.90529
N -4.07861 -14.19002 10.63080
C -0.20575 -9.09835 9.41677
O -1.99764 -12.73593 8.37989
H -3.93708 -7.97023 9.59286
H 0.92527 -10.31230 12.22044
H -0.99275 -17.54588 9.52268
H -3.78331 -14.65210 11.50937
O -0.48655 -12.56301 6.38453
C -0.19951 -14.73707 7.97240
H 0.28697 -14.88423 5.93132
H -7.15567 -10.79105 8.70608
H -1.29653 -12.64049 5.92346
N -3.96495 -11.32521 9.47140
H -4.06720 -14.92558 9.88252
O 0.51805 -12.29022 8.72955
C -1.47432 -9.00212 8.97635
O -1.24194 -14.43958 10.44412
C -6.14235 -10.52917 8.92384
H -1.39326 -15.36897 6.27883
S -1.79407 -11.62141 11.87197
H -6.38888 -8.42306 8.82265
H -1.94257 -8.50785 8.16148
H -5.02241 -13.82901 10.85172
C -1.33958 -10.47054 10.68201
C -5.69009 -9.22476 9.03577
O -2.70446 -15.70561 8.78289
H 1.32622 -11.36285 10.80638
C -3.55959 -10.08381 9.56317
H 1.92167 -14.66492 7.67602
```

**Calculated total energy**: -4161.91926 hartree
**Energy above the lowest of the compared OMol25 structures with the same formula, charge and spin**: 0.000 eV
**Max |F|**: 3.002 eV Å⁻¹
**Total charge**: +2
**Gap between HOMO and LUMO**: 9.232 eV

***

# 4
Here is C38H92Ba2N6O18Sr as an isolated structure at a distorted geometry from OMol25. Energies are from wB97M-V/def2-TZVPD.

```
157
C38H92Ba2N6O18Sr, DFT wB97M-V/def2-TZVPD
C -0.16106 3.73191 -6.89340
O 4.72607 3.06882 1.71921
C -4.40193 -1.82220 0.14251
O 5.57806 1.05919 1.03300
H 1.38902 2.64779 -0.87758
H -0.82545 5.48502 -8.67848
H 1.45391 10.39830 5.37013
H 7.66826 -2.37586 -2.71265
H -6.15020 -0.39367 -0.64124
C -2.44005 -1.47103 5.56777
H 2.29567 7.73243 1.94854
H 0.00290 9.48570 5.14156
O 1.92764 -1.36012 0.54898
H 0.43656 1.32676 -0.09131
C 4.78055 2.02404 -4.38007
H -0.47949 -6.52161 6.71636
C 4.59633 1.75004 1.43786
H 0.04996 -7.72735 4.93117
C -0.31018 -7.87623 -1.21527
H 3.76614 3.23428 1.62683
H -0.21814 4.05005 -9.67122
C -0.40716 -4.41571 6.85524
H -9.82661 1.18066 -4.72892
H -0.80349 1.45014 -2.29445
H 2.38248 2.34210 4.00027
H 2.07350 -8.69759 -0.14883
H 1.71096 5.02896 6.28968
H 0.02761 -8.38839 -2.12030
C 3.27520 0.48549 -3.45970
O 0.70164 -7.17977 -0.51896
H 0.56358 6.50193 5.04898
H -1.83675 -5.71714 5.83246
C 1.08387 9.46556 4.95344
H 6.47658 -0.00818 -2.66145
C 0.53368 8.41045 2.87332
H 9.13163 -1.22868 -1.23119
H 6.25362 -3.01008 -2.08840
H -3.47162 -1.28886 5.27258
H -8.39886 0.66084 -1.46197
H 0.71738 1.95819 3.73591
H -1.44487 -0.81337 -2.09291
H -3.68937 -2.66195 0.20212
O -0.66269 2.95150 -0.86298
H 4.06656 -1.64230 -1.91392
C 1.42807 7.26360 2.41677
H 4.43028 1.28210 -1.82728
O 4.29067 0.68056 -4.44763
H 1.42494 8.59854 5.52679
C -1.82974 -3.43863 -2.80074
H -2.58405 -2.96094 7.23125
H -9.48853 -0.67577 -1.74222
N -0.80984 -3.18049 6.23290
H -10.62540 0.99056 -3.15790
C 0.58695 3.64462 -5.55373
H 0.67123 2.91363 0.65138
C -9.66345 1.12219 -3.65524
H -0.32566 -2.49359 6.81009
H -0.78935 -4.57929 7.86870
H 0.07223 -1.10566 -1.41266
H -2.25415 -7.39253 -2.12631
H -1.30290 3.50354 -4.82265
H 0.67505 -4.52289 6.95850
Sr -0.02816 -3.32626 3.80604
H -0.33252 7.98370 3.38625
H -9.28504 2.10905 -3.37191
H -0.94255 -7.00647 3.61014
H -0.28334 2.76017 -7.38562
H 8.06616 0.02881 -0.52222
H -7.74545 -2.20152 -2.36143
H 3.09031 0.26803 -1.36599
H -2.78820 -3.60260 5.66204
H 0.19228 8.94933 1.98616
H 4.89090 2.47332 -5.36638
O 0.67852 4.38115 -7.84544
H -4.66562 -1.69948 1.20053
H 2.54195 1.29001 -3.51963
H 0.07929 4.34318 -2.86238
H -1.13822 4.21106 -6.78873
C 2.03563 -7.72463 -0.64445
O -3.80028 -0.70298 -0.48775
H -1.32256 -0.10122 2.76718
O 1.03966 3.45139 5.20848
O 7.18886 -1.87763 -0.68568
H 1.53691 3.12366 -5.65062
C 0.02028 3.29910 -3.19284
C 0.02438 4.86872 -8.98827
Ba 0.92268 -4.10787 -0.39346
H 2.81269 4.62663 5.00866
C 5.93740 -0.94389 -2.53748
H -2.05957 -1.11267 0.55015
N 4.68716 -0.85594 -1.75011
C -2.70596 -0.26512 0.28560
C -1.86561 -0.10710 3.70763
C 1.74994 4.67535 5.25970
O -1.63900 -1.37652 4.35914
H -1.41383 0.68416 4.30693
H -5.18205 -2.35088 -1.75287
H 0.84962 -6.98925 3.51377
N -0.96588 -5.67492 -2.24854
H -0.12962 -1.24864 -3.15938
O 0.10029 -5.70615 4.92350
H -0.74071 -8.63796 -0.56104
H 2.77192 6.82325 4.01216
C 1.38025 2.78162 4.02227
H 2.79633 -0.47570 -3.67983
N -0.38624 3.16322 -4.57583
H 0.76623 4.71477 -5.38540
C -2.21683 -2.84294 6.20731
C 1.03521 -1.11723 1.38143
H -1.41404 -3.35747 -3.80902
C 3.92437 0.35084 -2.07842
C -7.36453 -1.23150 -2.04823
C -0.01296 -6.94277 4.17782
O -0.92055 -2.81587 -1.88840
O -8.64915 0.15092 -3.40513
H -6.08588 -3.09194 -0.41294
C -0.77057 -5.69520 6.06672
H 4.18434 2.72844 -3.79629
O 0.19169 -2.06550 1.57546
H 5.61119 -1.24024 -3.53946
H -2.10394 -0.73848 6.30549
C 6.83444 -2.07647 -2.07788
H 0.95276 6.60899 1.68272
H 2.32057 -7.76914 -1.69245
C -0.85354 2.54171 -2.20798
C 1.04186 5.77579 4.38557
H -2.73461 -4.78945 -1.39419
O 3.46267 1.22320 1.50566
C -0.59001 -1.48721 -2.19767
H 1.04924 2.92767 -3.14753
Ba 4.82915 -1.69603 0.91320
H -2.77124 -2.88395 -2.87168
H 1.23590 3.46420 3.17726
H -2.81470 -5.18394 -3.13647
H 0.70973 5.55754 -9.48234
C -2.17160 -4.83033 -2.32410
H 5.78108 2.01234 -3.93916
C -8.52868 -0.25175 -2.05802
O 1.03804 0.00245 2.08799
H -2.10132 0.42782 -0.30178
H 8.73597 -1.28695 0.46689
C -5.56646 -2.18202 -0.73656
H 0.31839 5.32067 3.70546
C 8.33710 -1.02717 -0.51346
H -2.93095 0.02889 3.53303
N -6.70649 -1.23884 -0.75460
H 1.93236 0.41520 1.92134
H -0.57765 -5.95581 -3.14284
H -3.06243 0.22063 1.19574
H -1.84583 -6.64643 -0.58827
H -1.87427 2.86005 -2.43370
C 0.49281 2.40296 -0.29746
N 1.97813 6.46698 3.50448
H -6.60751 -0.77202 -2.69499
H 2.65755 -7.15342 0.05018
O 1.28135 9.40070 3.55360
C -1.44721 -6.91174 -1.57209
```

**Calculated total energy**: -3266.26227 hartree
**Max |F|**: 3.304 eV Å⁻¹
**Total charge**: +4
**Gap between HOMO and LUMO**: 1.416 eV

***

Which formula does entry 2 have?
C2H3NS

***

Which formula does entry 3 have?
C11H20GaN5O6P2S

***

Among the records above, which one has the highest calculated total energy?
C2H3NS

***

The highest max |F| belongs to which entry?
C11H22F5NO4PS